Record 1
An isolated molecule of C2H3NP2 at a distorted geometry, computed with ωB97M-V with the def2-TZVPD basis set.

Each line ends with the natural charge from an NBO analysis.
Element x y z (Å)
P1 0.238435 -1.034918 -0.198233  0.36
P2 1.997572 -0.049970 0.255414  -0.04
N1 -3.516938 0.203120 -0.091306  -0.24
C1 -2.357257 0.390814 -0.071383  0.13
C2 -1.060150 0.595975 0.119731  -0.49
H1 2.555196 -0.446229 -1.062113  0.02
H2 -0.499131 1.592415 0.312286  0.26
H3 2.642276 -1.251205 0.735601  0.01

Forces on atoms 1 to 3 (eV/Å):
-5.4 3.1 0.5
2.6 0.1 -0.7
1.8 0.2 -0.2

Energy relative to the best compared isomer or geometry (same formula, charge and spin), eV: 2.783
SMILES string: N#CC=P#[PH2]

=====

Record 2
A structure of composition C44H50N6O3Pt, computed with ωB97M-V with the def2-TZVPD basis set.

Each line ends with the Mulliken charge.
Element x y z (Å)
Pt1 0.146096 0.271137 -0.031697  2.37
O1 -1.805765 0.421430 -0.294614  -0.65
O2 2.544203 -0.609379 -3.268338  -0.78
O3 2.093472 1.224857 3.447404  -0.75
N1 0.119769 5.169639 -0.845079  -0.63
N2 0.646500 -0.092825 -2.053552  0.64
N3 0.365660 0.698655 2.007055  1.25
N4 -2.111750 5.005456 -1.403129  -0.40
N5 0.236854 2.428344 -0.493003  0.94
N6 2.119713 0.219786 0.102717  1.06
C1 0.469754 -1.632685 3.882136  1.34
C2 -0.940598 4.401147 -1.054334  -0.07
C3 -2.715065 -0.266064 0.535911  -0.58
C4 4.783090 0.037168 0.319832  -0.91
C5 0.378496 3.683641 -4.028943  -1.93
C6 -0.455634 3.817380 2.842510  -1.40
C7 -0.236481 -2.989053 3.894560  -1.76
C8 1.965534 -0.327246 -2.229636  0.82
C9 -1.971160 0.375818 -5.349858  -1.58
C10 0.247525 -2.802850 0.550069  -0.75
C11 -0.578748 0.602193 3.094244  -1.22
C12 -0.977950 -1.072563 -3.672028  0.34
C13 1.316904 3.194054 -0.278888  -0.25
C14 0.363422 -4.230576 0.621600  0.27
C15 -1.538492 2.831582 2.393868  2.38
C16 -1.890274 -0.837412 -4.700862  -0.83
C17 4.173536 -0.242369 -0.899000  -0.49
C18 0.917403 2.263704 -3.827758  1.77
C19 1.482153 -1.569533 5.031162  -1.71
C20 -0.913003 -2.526645 -3.222098  0.37
C21 0.484113 -3.076647 -2.943766  -1.46
C22 -0.529680 -0.493877 3.973970  0.70
C23 2.046199 2.037300 -4.844006  -1.74
C24 1.615732 -4.839422 0.531556  -0.58
C25 -2.437215 1.515934 4.331874  -0.76
C26 4.030160 0.420334 1.426391  -0.58
C27 -0.878321 3.002383 -0.895798  -0.12
C28 -0.656834 -6.406656 0.813239  -0.81
C29 -0.151234 1.194507 -3.987530  0.50
C30 -1.530780 1.617937 3.286844  0.97
C31 -2.403070 0.437914 5.198244  -1.49
C32 -0.773690 -5.027631 0.760226  0.05
C33 1.727099 -6.219386 0.585925  -0.76
C34 1.666700 0.849032 2.367895  -0.12
C35 2.658989 0.494926 1.281399  0.17
C36 -0.178267 -0.002596 -3.234452  -0.09
C37 -1.452943 -0.545265 5.016292  -0.67
C38 -1.066733 1.366601 -5.018852  -0.61
C39 0.592484 -7.006333 0.727421  -0.41
C40 2.797822 -0.136359 -0.978683  -0.42
C41 0.141697 -1.613046 0.395241  0.04
C42 -1.909611 -2.818679 -2.103906  -0.79
C43 -2.892513 3.526949 2.292190  -2.19
C44 1.238746 4.555648 -0.468634  -1.21
H1 2.702884 -6.682473 0.515876  0.39
H2 1.002166 -1.554130 2.933140  -0.39
H3 -0.383933 4.660330 2.150826  0.43
H4 1.645136 2.111749 -5.857882  0.37
H5 -1.915473 -3.885845 -1.868084  0.50
H6 -1.020363 -3.035031 3.140548  0.34
H7 0.443248 -4.168494 -2.937978  0.53
H8 -1.544333 -7.016490 0.922680  0.39
H9 2.231801 2.720340 0.042851  0.29
H10 -2.527326 -1.656308 -5.015552  0.44
H11 -1.423311 -1.383088 5.701098  0.36
H12 1.186483 -2.763711 -3.716456  0.40
H13 4.467121 0.649274 2.387922  0.68
H14 -3.178193 2.290496 4.474846  0.32
H15 2.814745 2.806302 -4.729610  0.44
H16 0.972983 -1.699061 5.989346  0.33
H17 -1.291846 2.469807 1.404205  -0.82
H18 -1.056297 2.286172 -5.589586  0.37
H19 -3.685066 2.822749 2.031957  0.38
H20 -1.744424 -4.553765 0.828603  0.50
H21 -3.113101 0.367490 6.012532  0.39
H22 -1.643960 -2.274687 -1.204037  -0.51
H23 4.724870 -0.529161 -1.783078  0.65
H24 1.339179 2.184190 -2.825720  -0.47
H25 -1.266029 -3.079381 -4.098380  0.55
H26 0.681252 -8.084064 0.768995  0.39
H27 2.107062 5.179637 -0.297831  0.55
H28 -2.447391 -0.213168 1.594579  0.12
H29 0.478575 -3.789559 3.695608  0.43
H30 -2.854788 4.300842 1.523057  0.40
H31 2.496076 -4.219803 0.418171  0.49
H32 -2.044017 5.964389 -1.700701  0.29
H33 2.503763 1.059311 -4.726130  0.35
H34 -2.918517 -2.523188 -2.399338  0.43
H35 -0.702529 4.215541 3.829780  0.37
H36 1.089191 4.418495 -3.646436  0.41
H37 0.869361 -2.759470 -1.979406  0.02
H38 -3.167141 4.020439 3.226784  0.50
H39 0.519819 3.334313 2.916680  0.19
H40 -3.693226 0.208850 0.411319  0.30
H41 -0.688736 -3.190519 4.867418  0.47
H42 -1.733960 2.352806 -1.050045  0.03
H43 -2.813687 -1.319444 0.260635  0.10
H44 2.008207 -0.618167 5.048260  0.38
H45 5.858662 -0.042471 0.408718  0.46
H46 0.239608 3.898474 -5.090046  0.55
H47 -0.582663 3.837027 -3.540794  0.37
H48 -2.688458 0.528428 -6.146256  0.39
H49 -2.839741 4.449928 -1.817958  0.26
H50 2.212300 -2.376249 4.931558  0.45

Forces on atoms 1 to 3 (eV/Å):
0.3 0.7 0.0
-0.1 0.0 -0.1
0.0 -0.1 0.0

Energy relative to the best compared isomer or geometry (same formula, charge and spin), eV: 0.000

=====

Record 3
An isolated molecule of C6H8N2O at a distorted geometry, computed with ωB97M-V with the def2-TZVPD basis set.

Each line ends with the natural charge from an NBO analysis.
Element x y z (Å)
O1 1.646262 0.157775 -3.131761  -0.56
N1 1.111621 0.376146 -0.883512  -0.63
N2 -1.170378 -0.022038 -0.788157  -0.62
C1 -0.002968 0.200463 -0.052409  0.34
C2 0.080845 0.235384 1.276503  -0.32
C3 -1.645218 -0.138647 -3.302972  -0.51
C4 0.927565 0.203897 -2.176173  0.72
C5 -0.940901 -0.078847 -2.152809  0.12
C6 1.260403 0.344708 2.250256  -0.64
H1 1.750077 -0.652278 2.465282  0.21
H2 0.973628 0.644339 3.323832  0.23
H3 -1.137700 -0.348665 -4.129438  0.22
H4 -1.994753 -0.270506 -0.148108  0.43
H5 2.079003 0.825230 1.880128  0.21
H6 2.007276 0.035937 -0.524459  0.42
H7 -2.690910 -0.107392 -3.289891  0.20
H8 -0.816098 -0.258270 1.761593  0.19

Forces on atoms 1 to 3 (eV/Å):
-0.2 0.1 0.9
1.4 -0.2 1.5
-0.6 -0.2 1.2

Energy relative to the best compared isomer or geometry (same formula, charge and spin), eV: 2.496
SMILES string: C=c1[nH]/c(=C/C)[nH]c1=O

=====

Record 4
A cluster of 13 separate species, C4H33NO13S in total at a distorted geometry, computed with ωB97M-V with the def2-TZVPD basis set.

Each line ends with the natural charge from an NBO analysis.
Element x y z (Å)
S1 -1.575957 3.592763 -0.590121  -0.05
O1 1.794420 -0.064047 -3.545331  -0.95
O2 -3.794922 -2.586860 -0.854174  -1.00
O3 -0.306866 0.314465 3.567608  -1.00
O4 -1.781843 -1.731189 -3.034154  -1.00
O5 3.070636 1.973617 0.586869  -1.01
O6 0.881622 -2.455779 -3.580216  -0.98
O7 -3.148817 1.117286 2.166724  -0.95
O8 -3.821306 -0.135968 -0.098905  -0.95
O9 -1.494956 -1.296595 1.600000  -0.97
O10 1.501983 -2.365069 3.345355  -0.98
O11 1.650959 1.033131 2.512097  -1.02
O12 3.323671 -0.424093 -0.524462  -0.68
O13 3.532426 -1.207710 2.686116  -0.93
N1 1.024897 -0.311246 -0.320425  -0.63
C1 2.188219 -0.693040 -0.918634  0.57
C2 -0.445293 2.150207 -0.566687  -0.50
C3 -0.724610 1.071697 -1.598549  -0.45
C4 -0.257793 -0.292786 -1.054860  -0.26
H1 -2.441119 1.767396 2.217726  0.48
H2 -2.480603 -2.113010 -2.480429  0.52
H3 2.001252 -0.924608 -3.197327  0.47
H4 1.923236 1.123723 3.454633  0.49
H5 -1.260174 -0.667549 2.304964  0.49
H6 -2.849653 -0.063987 -0.085300  0.48
H7 3.197209 -0.419557 3.098731  0.47
H8 1.937100 -1.802900 2.697684  0.49
H9 -3.307469 -3.066660 -0.180469  0.46
H10 0.011294 -2.321937 -3.137167  0.51
H11 1.113385 -3.148820 2.941383  0.47
H12 -0.102157 1.371182 -2.462867  0.23
H13 1.406151 -0.276445 -4.391568  0.48
H14 3.683228 2.627396 0.241265  0.50
H15 0.236096 -0.459668 3.511952  0.49
H16 -3.866463 -1.714941 -0.359394  0.50
H17 -0.712292 1.723308 0.422831  0.18
H18 0.257082 1.069497 3.275077  0.50
H19 3.636938 -1.023830 1.753391  0.49
H20 -2.793341 0.377317 2.678407  0.49
H21 -0.719475 -1.876917 1.721412  0.47
H22 1.339500 -3.153046 -3.110412  0.47
H23 2.238007 1.510957 1.882797  0.53
H24 -0.929564 -0.867842 -0.400199  0.23
H25 -2.220211 -1.321238 -3.816530  0.49
H26 -0.202400 -0.882036 -1.975461  0.24
H27 -0.652258 4.303521 -1.267801  0.12
H28 0.504709 2.584989 -0.454011  0.23
H29 -1.767113 0.974828 -1.939554  0.24
H30 2.102112 -1.335248 -1.751679  0.12
H31 3.135003 1.136832 0.059138  0.51
H32 -3.966788 0.380339 0.711957  0.51
H33 0.966888 0.185073 0.566419  0.42

Forces on atoms 1 to 3 (eV/Å):
0.6 0.2 -0.6
0.4 1.4 -0.1
0.4 0.6 0.6

Energy relative to the best compared isomer or geometry (same formula, charge and spin), eV: 2.715

=====

Record 5
A structure of composition C43H45BN7O5PS2SnTe, computed with ωB97M-V with the def2-TZVPD basis set.

Each line ends with the Mulliken spin population.
Element x y z (Å)
Te1 -1.050681 3.756744 1.395093  0.03
Sn1 -0.279466 -0.929110 -0.669814  -0.01
S1 -0.089953 -4.160451 -3.273709  0.00
S2 0.632696 -3.449017 0.001806  0.00
P1 1.186552 -4.247026 -1.773898  0.00
O1 3.500736 0.713450 -4.364889  0.00
O2 1.890251 -0.186625 0.119963  0.03
O3 2.556425 1.711289 -1.006493  0.04
O4 3.646871 -0.189611 -1.298968  0.00
O5 1.624835 -0.281118 -3.437053  0.00
N1 -1.739271 -0.812913 2.262680  0.00
N2 0.657858 2.093296 0.287822  0.84
N3 -2.303294 0.791201 -0.258022  0.00
N4 -3.175833 0.625698 0.748493  0.01
N5 -2.401276 -2.200709 -0.291397  0.00
N6 -3.318248 -1.879239 0.644076  0.00
N7 -0.575574 -0.923547 1.584722  -0.01
C1 5.094551 -3.072581 -1.671791  0.00
C2 2.725084 0.290271 -0.684944  0.03
C3 -4.097835 1.602212 0.737341  0.00
C4 -2.675964 1.881846 -0.911049  0.00
C5 2.287719 -8.141502 -2.282746  0.00
C6 -2.706223 5.717808 3.156433  -0.02
C7 1.665627 3.888056 -1.020627  0.09
C8 5.325534 -2.615196 -2.961921  0.00
C9 0.968462 6.003285 2.120903  0.00
C10 0.311579 6.853228 1.068159  0.01
C11 -2.803199 -3.328013 -0.861419  0.00
C12 -3.818700 2.444127 -0.320864  0.00
C13 -2.813028 5.711166 -0.664278  0.03
C14 -4.297577 -2.798793 0.659313  0.00
C15 1.653633 -5.983092 -1.414892  0.00
C16 1.310803 3.935891 3.338420  0.01
C17 -0.174744 -1.340390 3.738868  0.00
C18 -4.035833 6.991331 1.081775  0.00
C19 -1.515967 -1.065516 3.558597  0.00
C20 2.808956 -3.557393 -2.250908  0.00
C21 3.799744 6.510639 4.626143  0.00
C22 2.691606 5.874453 3.831777  0.00
C23 0.605017 4.677726 2.374716  -0.02
C24 3.042061 -3.099942 -3.540111  0.00
C25 -3.660781 6.702681 3.412153  0.00
C26 2.188080 -7.787414 0.089594  0.00
C27 1.800701 -6.469639 -0.122486  0.00
C28 -4.336869 7.348683 2.390376  0.00
C29 -3.084916 6.020972 0.786046  -0.02
C30 4.299718 -2.626956 -3.893648  0.00
C31 0.992895 2.498455 3.626002  0.01
C32 -4.014680 -3.749884 -0.298709  0.00
C33 3.840901 -3.537273 -1.316613  0.00
C34 2.338008 4.546740 4.044874  0.00
C35 -2.011969 5.075101 4.327115  0.00
C36 2.433880 -8.624189 -0.987734  0.00
C37 -2.406436 5.375647 1.832061  0.06
C38 2.577347 0.208941 -3.877791  0.00
C39 1.558506 2.469557 -0.509490  -0.07
C40 2.001367 6.579730 2.863267  0.00
C41 -5.371276 8.403215 2.679282  0.00
C42 1.895917 -6.829879 -2.494523  0.00
C43 0.374037 -1.236214 2.462026  0.00
B1 -3.121789 -0.668768 1.571536  0.00
H1 0.332882 -1.574497 4.657775  0.00
H2 2.473321 -8.791279 -3.129194  0.00
H3 6.300600 -2.230770 -3.234180  0.00
H4 1.603242 -5.815151 0.716777  0.00
H5 1.388751 -1.357521 2.120286  0.00
H6 -6.333085 8.145098 2.231894  0.00
H7 -3.980962 -0.656558 2.413515  0.00
H8 2.879523 3.963958 4.783483  0.00
H9 1.759892 -6.453139 -3.501228  0.00
H10 3.998209 7.525876 4.282785  0.00
H11 2.734008 -9.651630 -0.821335  0.00
H12 3.649358 -3.862895 -0.300903  0.00
H13 -1.794771 5.984608 -0.946715  0.00
H14 0.702151 4.229039 -1.394259  0.00
H15 -2.920185 4.647686 -0.879455  0.00
H16 -4.556070 7.483124 0.265048  0.00
H17 -0.973290 5.405646 4.399049  0.00
H18 -5.520594 8.523781 3.752186  0.00
H19 2.418241 3.930072 -1.804350  0.00
H20 -4.878981 1.627099 1.478983  0.00
H21 -3.500509 6.262938 -1.306501  0.00
H22 -4.355555 3.330080 -0.613637  0.00
H23 -5.114999 -2.708638 1.355489  0.00
H24 -2.333781 -1.029279 4.258731  0.00
H25 2.294916 -8.158393 1.101603  0.00
H26 -4.586952 -4.626405 -0.547036  0.00
H27 -2.195148 -3.787335 -1.626526  0.00
H28 1.081510 1.889656 2.726220  -0.01
H29 -2.104646 2.220352 -1.761921  0.00
H30 -3.884231 6.961477 4.442608  0.00
H31 4.724328 5.937026 4.539696  0.00
H32 4.475379 -2.260288 -4.897966  0.00
H33 -2.517025 5.328193 5.259859  0.00
H34 3.544715 6.558312 5.686997  0.00
H35 1.958540 4.540424 -0.196570  -0.01
H36 1.022677 7.582225 0.676688  0.00
H37 1.669528 2.098555 4.380901  0.00
H38 -0.032116 2.380180 3.986010  0.00
H39 5.884850 -3.036140 -0.932857  0.00
H40 2.275989 7.609896 2.657763  0.00
H41 -0.046225 6.240673 0.241562  0.00
H42 -0.549281 7.395057 1.466343  0.00
H43 -5.072255 9.371029 2.271187  0.00
H44 2.228626 -3.117895 -4.255179  0.00
H45 -1.990522 3.988149 4.224701  0.00

Forces on atoms 1 to 3 (eV/Å):
-0.3 0.5 0.1
-0.2 -0.2 -0.2
0.0 0.0 0.0

Total charge: -1
Multiplicity: 2

=====

Record 6
An isolated molecule of C3H5N2OP at a distorted geometry, computed with ωB97M-V with the def2-TZVPD basis set.

Each line ends with the Mulliken spin population.
Element x y z (Å)
P1 2.296505 0.890483 -0.044238  0.91
O1 -0.029460 -2.047107 -0.094736  0.13
N1 1.865194 -0.768677 0.010745  0.09
N2 -0.222527 0.196073 -0.066973  0.14
C1 0.592918 1.334996 -0.042254  0.73
C2 0.501326 -0.963336 -0.100062  -0.01
C3 -1.656156 0.201518 0.006894  0.01
H1 -1.801501 -0.919013 0.250446  0.00
H2 2.509965 -1.471214 0.216731  0.00
H3 0.063738 2.201330 0.167721  0.02
H4 -2.149138 0.813859 0.683916  0.00
H5 -1.970859 0.531086 -0.988188  0.00

Forces on atoms 1 to 3 (eV/Å):
2.6 0.0 0.0
-0.1 -0.8 -0.2
-1.3 2.7 -0.5

Energy relative to the best compared isomer or geometry (same formula, charge and spin), eV: 0.000
Multiplicity: 3

=====

Number 1: E_tot -22186.080 eV. Number 2: E_tot -64769.939 eV. Number 3: E_tot -11376.850 eV. Number 4: E_tot -43626.245 eV. Number 5: E_tot -110757.605 eV. Number 6: E_tot -17505.934 eV.